Entry 1:
Entry from OMol25: a molecular structure, C3H4N2O (the ωB97M-V functional and the def2-TZVPD basis).

Output
Charge: 0
Highest occupied orbital energy: -0.3311 Ha
Energy above the lowest of the compared OMol25 structures with the same formula, charge and spin: 100.0 kcal per mole
Lowest unoccupied orbital energy: 0.656 eV

The geometry in XYZ format:
```
10
C3H4N2O (the ωB97M-V functional and the def2-TZVPD basis)
H 0.74677 -2.20973 -0.29103
C 0.39400 -1.18449 -0.23519
C -0.97826 -0.76362 -0.32847
N 1.17450 -0.20114 0.35221
H -1.41453 2.29706 0.65778
C -0.77554 0.60716 0.14237
N 0.44109 0.92252 0.51491
O -1.78340 1.49082 0.26539
H 2.17467 -0.09297 0.27625
H 0.02070 -0.86562 -1.35422
```



Entry 2:
Entry from OMol25: a molecular structure, C30H45CdN6O6S5 (the ωB97M-V functional and the def2-TZVPD basis).

Output
Charge: -1
Highest occupied orbital energy: -0.0918 Ha
Energy above the lowest of the compared OMol25 structures with the same formula, charge and spin: 0.4 kcal per mole
Lowest unoccupied orbital energy: 1.659 eV

The geometry in XYZ format:
```
93
C30H45CdN6O6S5 (the ωB97M-V functional and the def2-TZVPD basis)
C -4.23603 -1.74670 0.34753
H -4.97355 5.92152 0.92541
H 0.57289 1.25938 -3.01090
C -2.42225 3.16902 -0.74259
H 2.51341 0.05056 5.57373
H 0.64457 4.74904 -0.60743
C -2.51145 2.66949 3.38294
C -3.83859 4.93571 2.45674
H -3.05126 4.06548 -0.83943
H 4.44700 -1.04804 -0.89822
H 1.18612 -2.43598 -2.99620
H -1.44377 3.19733 -3.28199
H 3.39850 -3.10577 -0.07461
H -0.45772 -2.97005 -3.25331
C -2.45723 4.93378 2.60376
S 1.10675 -2.41295 0.13301
H 0.02602 4.13241 -2.96642
H 0.89259 -1.35005 2.74750
O 2.58615 0.50697 8.21492
H -1.36819 -0.65691 8.32659
H 2.19771 -1.54397 3.93446
N -2.15164 -0.62364 0.62828
H 2.71181 -2.64440 -1.61639
C -0.99641 3.94940 -2.62731
C 2.77887 -2.35423 -0.56858
H 0.39056 -0.21429 6.59657
C -4.55811 6.13872 1.91156
C 0.11213 0.53415 7.33944
H -2.73249 -1.42780 -1.16107
C 0.89533 0.23941 -3.26473
H 0.83650 0.07007 -4.34281
H -2.84990 2.36985 -1.35280
S -1.64095 1.19950 3.85322
C -0.47109 -0.09892 8.59208
O -0.32584 1.63701 4.27881
H 0.66552 -0.76138 4.38992
H 2.67087 -0.98554 -2.95116
H -0.71132 3.79935 3.14994
H -5.38443 6.43405 2.56054
O 4.38139 3.33539 4.60169
N 3.76487 3.43380 3.53602
C 2.32586 2.16921 1.93494
H 2.73145 2.95995 6.39647
H -1.88780 5.81570 2.33524
C -2.44358 -0.34947 1.91088
C -4.54762 3.78593 2.80100
C 0.16691 -3.15792 -1.22252
C -3.02450 -1.28357 -0.12616
H -0.96584 5.45524 -0.31667
N 2.68660 1.24084 3.92030
N -0.15207 2.22835 -1.17287
O -2.44145 0.51783 4.85099
C 1.39672 -0.88635 3.59045
C -1.78926 3.80600 3.05651
N -1.44853 0.38843 2.50880
H -3.88303 6.98751 1.80953
H 2.30901 2.80710 1.06425
C -0.96339 3.41552 -1.18063
C 2.11572 2.09042 6.17568
Cd -0.22304 0.98107 0.46795
C -0.37514 4.52798 -0.28575
C 0.18662 -2.42102 -2.56135
C -3.64475 -0.81279 2.48262
H -2.45131 2.84819 0.30589
C 2.87977 1.05067 5.35472
C 1.92347 0.43047 3.15036
H 3.93673 1.07950 5.59954
S 2.54622 0.44889 -1.03799
O 1.21708 2.55276 8.58683
H -0.57315 1.23639 6.86544
H 0.49142 -4.19176 -1.36519
H -1.56907 4.88016 -2.71769
C 3.45841 -0.99134 -0.43416
S -0.38044 -0.70406 -2.40626
H -0.33280 4.17729 0.75081
H -4.91930 -2.27303 -0.30381
H -3.84636 -0.63499 3.52684
H -4.45327 1.77403 3.54606
H -0.74119 0.66641 9.31849
C 2.93438 2.36732 3.14481
C 2.32810 0.03814 -2.79072
N 1.71137 0.95529 1.95482
H 2.97563 0.68249 -3.38912
H 0.24249 -0.78050 9.05407
H 1.20755 2.40452 5.66087
H 3.61651 -0.76084 0.62257
H -0.85284 -3.19171 -0.83234
O 3.86299 4.38401 2.77104
H -5.46113 -1.86105 2.11350
C -3.89590 2.65747 3.26703
H -5.62714 3.77531 2.70023
C -4.53047 -1.50555 1.68661
S 1.58885 1.44319 7.74352
```



Entry 3:
Entry from OMol25: 2 unconnected molecules or ions with the total composition C3H8N2O2 (the ωB97M-V functional and the def2-TZVPD basis).

Output
Charge: 0
SMILES: [H]/N=N\O.C=COC
Highest occupied orbital energy: -0.3273 Ha
Energy above the lowest of the compared OMol25 structures with the same formula, charge and spin: 107.9 kcal per mole
Lowest unoccupied orbital energy: 1.045 eV

The geometry in XYZ format:
```
15
C3H8N2O2 (the ωB97M-V functional and the def2-TZVPD basis)
C -0.25381 -0.12902 1.42323
O -0.88358 1.87198 0.39451
H 0.21540 3.58924 0.04595
H 0.45051 -0.92453 1.56996
H -1.16608 -0.13616 2.00171
H -0.97210 -2.30734 -0.03206
H 0.92395 0.90735 -0.00039
N 0.82930 -2.45049 -0.59692
H 1.49304 -4.09072 -1.34760
H -1.39154 3.47458 -0.70897
O -0.44012 -3.00862 -0.43822
C 0.01212 0.86817 0.59088
N 1.69877 -3.11819 -1.06726
C -0.48949 2.91574 -0.45810
H -0.02635 2.53804 -1.37673
```



Entry 4:
Entry from OMol25: a single C5H8N2O molecule (the ωB97M-V functional and the def2-TZVPD basis).

Output
Charge: 0
SMILES: O=C1NC[C@@H]2NC[C@@H]12
Highest occupied orbital energy: -0.3157 Ha
Energy above the lowest of the compared OMol25 structures with the same formula, charge and spin: 76.7 kcal per mole
Lowest unoccupied orbital energy: 0.880 eV

The geometry in XYZ format:
```
16
C5H8N2O (the ωB97M-V functional and the def2-TZVPD basis)
N 1.89089 0.00816 0.07971
H -0.63747 2.37357 0.62869
H -2.62961 1.18800 0.13810
H 0.45362 0.26031 1.52875
H 2.39899 0.22702 -0.80784
H 1.28875 -1.62169 1.15963
N -1.65900 0.78304 -0.00623
C 1.33601 -1.36667 0.06770
C -0.02286 -0.72952 -0.35930
H -0.01083 -0.63178 -1.40518
C 0.46246 0.45837 0.42683
H 1.76220 -2.13594 -0.44390
H -0.21963 1.84079 -1.07157
C -1.56285 -0.61541 0.02062
O -2.40281 -1.55037 0.12171
C -0.44784 1.51214 -0.07772
```



Entry 5:
Entry from OMol25: 2 unconnected molecules or ions with the total composition C3H9NO2 (the ωB97M-V functional and the def2-TZVPD basis).

Output
Charge: 0
SMILES: COCN.C=O
Highest occupied orbital energy: -0.3479 Ha
Energy above the lowest of the compared OMol25 structures with the same formula, charge and spin: 56.6 kcal per mole
Lowest unoccupied orbital energy: 0.925 eV

The geometry in XYZ format:
```
15
C3H9NO2 (the ωB97M-V functional and the def2-TZVPD basis)
H 1.05795 -1.95744 1.75620
H -0.36738 2.26051 -0.17318
H 0.93359 1.90971 0.76371
O -0.76765 -1.43522 -2.17503
C -0.10899 -0.47701 -2.45423
H 0.22027 0.26065 -1.70487
O 0.06465 -0.21401 1.84329
N 0.17308 1.50149 0.22725
H -0.14899 -1.74097 0.45665
C 0.62188 -1.24719 1.05689
H -1.17948 1.32999 1.88657
H 0.21052 -0.26789 -3.49066
H 1.39917 -0.86255 0.39026
H -1.43499 0.22178 0.49614
C -0.67363 0.71814 1.12101
```



Entry 6:
Entry from OMol25: a molecular structure, C34H106BCdNO20 (the ωB97M-V functional and the def2-TZVPD basis).

Output
Charge: 0
Highest occupied orbital energy: -0.2313 Ha
Lowest unoccupied orbital energy: -5.525 eV

The geometry in XYZ format:
```
163
C34H106BCdNO20 (the ωB97M-V functional and the def2-TZVPD basis)
O 1.38244 -3.03095 2.01215
H 1.37919 5.49533 2.57223
H 0.34108 -5.19032 -5.56808
H 3.59283 0.19954 -4.24460
C 5.07436 1.96320 1.24591
H -2.65795 -0.69460 5.75742
H -0.85942 -7.01450 -1.75661
H 1.09931 4.30509 -3.56308
O 0.79856 5.05023 -1.84440
O -1.83441 2.34002 3.87344
H 4.27364 7.33187 -4.79357
H 4.34386 -4.31841 -1.40256
H 2.70500 2.82848 3.29687
C -2.51829 -4.71793 2.26916
H 3.13604 -1.39538 5.61892
H 2.65595 -3.97476 4.15526
H -1.83724 1.60978 6.47460
C 1.37844 4.41596 2.33233
H 3.24739 -5.16168 3.00109
H 3.31945 -4.69871 -0.02492
H 2.06685 4.23486 1.54616
H 8.94998 -5.84866 -7.34043
O -5.64799 2.24924 -4.37339
H -4.46928 2.86918 4.81064
H 1.16295 -4.99737 1.65853
H -9.74789 4.22209 -6.98212
H -3.05277 -4.97262 1.35996
H -0.66111 -4.69346 -2.28657
H -3.68442 5.32974 -1.32924
C -1.47166 0.66022 6.82809
H 5.38337 -2.38695 -0.08043
H 5.25322 0.18283 -2.43171
H 0.43926 -2.77044 -5.88525
H 0.37323 6.87936 -0.92843
H -1.27544 -2.83419 2.65281
H 6.82201 2.44673 2.46656
H 4.87492 0.93807 1.52783
H -1.11755 4.19593 -1.83808
C 5.73422 2.66568 2.44138
H 3.11636 -2.52983 -1.81086
H -1.32551 5.76393 0.59532
H -3.06710 -1.38293 -1.48620
C 0.20478 -6.75902 -2.06896
B -0.16875 -1.75711 -2.09195
H 3.18421 1.90177 0.73788
H 2.01099 2.69038 -6.64673
H 1.44441 2.07053 -3.74985
H -1.16114 -1.37255 6.14538
H -7.05240 -2.15265 3.44636
H -6.93307 -0.47967 3.73288
H 5.22112 2.45406 3.40244
C 1.25092 7.24155 -2.77848
H 1.90534 7.80317 6.28483
H 3.11494 -2.07498 -3.85182
C 4.87754 -3.23107 0.44151
C 1.21682 6.36411 -1.56451
C 1.08446 -4.84750 -6.28601
H 0.45588 2.05143 -6.19102
H -1.24688 3.04897 3.48075
H 0.00839 3.25120 1.48945
H -5.04768 -1.95792 -3.19337
H -1.67644 -5.37954 2.50602
H 5.59524 3.77093 2.32664
C -3.10642 2.26039 3.19183
H 4.24678 1.57209 -2.07257
H 2.05822 -2.93919 -6.54190
H 2.38277 4.16621 4.25916
O -1.96746 4.08795 -1.40761
O -1.17006 -0.12786 4.46317
H 2.22717 -0.11356 -3.09545
H 1.26246 -2.34625 2.74812
H -3.12711 -4.70509 3.14849
C 1.20965 -4.35200 2.57074
H 3.82654 0.03276 -1.23220
H -4.98821 3.12408 -2.68786
C 4.21949 0.43815 -2.20414
H -2.92318 1.47944 2.43851
C 0.29913 -5.20342 -1.99394
H -3.76003 0.42774 -3.01656
C -6.48313 -1.29374 3.19978
H -5.45795 -1.32281 3.66735
H 1.17755 -2.94460 -3.96051
H -5.15339 1.88456 3.52305
H 0.21674 7.35594 -3.04329
H 0.30272 -4.39529 3.21393
H -1.38076 0.78682 4.31286
H -3.24802 3.17077 2.62071
C -1.59922 -0.46095 5.81985
H 1.56426 8.23775 -2.40975
O 1.88337 -3.32878 -4.52284
O -3.46654 -2.18690 -1.14663
H -4.24085 -3.16494 -4.29308
H -3.71903 2.59661 -3.71542
C 2.32527 -4.81604 3.47546
C -4.69560 2.33741 -3.32046
H 1.09049 -4.82632 -2.62173
H -4.14025 1.22531 4.73914
H -6.14942 0.01212 1.66936
O -0.01487 -0.33935 1.00770
H 0.58338 -5.01756 -7.21041
C -2.58866 5.34028 -1.12284
C 3.32737 -0.22645 -3.25618
O 0.58842 -4.76786 -0.63547
H -5.20786 2.15015 -5.20918
H 3.66579 -2.03135 4.01893
C 3.43450 -1.11822 4.62001
H -2.18737 6.10274 -1.72217
H 2.79584 2.99411 -4.50219
Cd 0.69304 -2.37064 -0.03541
C -4.09171 -2.48877 -3.47648
H 1.01596 -7.26148 -1.49448
H 1.07318 3.06010 3.96880
H -0.38878 0.88478 7.11779
H 0.43297 -0.68735 4.06309
H 2.20252 6.36231 -1.00346
H -1.98330 0.43692 7.75392
C 1.90942 3.53335 3.45382
H 0.77107 4.59559 -1.02589
C -6.35894 -1.05328 1.72161
O 2.01537 -0.38135 0.26424
O -1.51560 -3.22112 0.57681
H -2.17628 -2.64689 0.10798
O 2.94960 -2.90594 -0.95760
C -4.46153 1.05135 -2.49452
O 1.11873 1.48726 0.99236
O 1.24514 -1.22625 3.84493
H -2.82654 5.05112 1.04600
C -3.40862 -3.07099 -2.30668
C 1.71746 2.74769 -4.58603
H 2.03719 -5.57644 4.18845
C 1.32312 -3.38371 -5.82896
H 1.93691 -5.52940 -6.20434
H 1.79069 6.87897 -3.68383
H 4.40032 -0.66301 4.73296
H 2.70903 -0.09621 2.84042
C -2.37199 5.74097 0.35115
C 1.49251 2.08066 -5.90320
H 0.28662 -7.08657 -3.14401
O 0.03021 4.13305 1.93819
C -2.02581 -3.26443 1.95121
H -2.34541 -3.21907 -2.48367
H -2.90851 -2.63355 1.98267
H 2.12475 0.51258 4.47197
H 1.96260 1.09677 -5.91476
C 2.39857 -0.35212 3.87835
H 5.60871 -3.85168 0.83145
H 4.20536 -2.82090 1.22303
H -3.97775 1.36572 -1.59082
O -5.24287 -1.86681 1.23543
H 5.79728 1.97153 0.45009
O 0.93627 3.89754 -4.44079
N 1.04224 0.28238 0.76994
H -5.36668 0.52327 -2.20957
H -2.84665 6.69340 0.58008
C -4.25567 2.04383 4.09888
H -5.18814 -1.90894 0.28463
O 3.83346 2.61517 0.86171
H -3.85918 -4.05175 -1.99426
H -7.26753 -1.33361 1.18092
H -3.38309 -1.74623 -3.97387
H -0.26218 -4.82952 -0.16588
O 3.67150 -1.60127 -3.19913
C 3.90388 -3.87168 -0.50656
```



Entry 7:
Entry from OMol25: a molecular structure, C3H2CuFO3 (the ωB97M-V functional and the def2-TZVPD basis).

Output
Charge: -1
Highest occupied orbital energy (alpha / beta): -0.0849 / -0.1637 Ha
Multiplicity: 2
Lowest unoccupied orbital energy (alpha / beta): 1.116 / 1.810 eV

The geometry in XYZ format:
```
10
C3H2CuFO3 (the ωB97M-V functional and the def2-TZVPD basis)
C -1.57013 0.13808 -0.38835
O 2.53615 -0.93294 -0.32065
Cu -3.47551 -1.26192 -1.08921
H 0.53142 -1.17918 0.42296
O -2.67815 0.44043 0.09178
C 0.71338 0.66816 -0.25337
O -0.57636 0.98095 0.05809
F 1.42458 1.83595 -0.29399
C 1.45513 -0.49878 0.35232
H 1.63948 -0.19074 1.42042
```



Entry 8:
Entry from OMol25: 2 unconnected molecules or ions with the total composition C6H8N2O (the ωB97M-V functional and the def2-TZVPD basis).

Output
Charge: 0
Highest occupied orbital energy (alpha / beta): -0.2354 / -0.3733 Ha
Multiplicity: 3
Energy above the lowest of the compared OMol25 structures with the same formula, charge and spin: 34.3 kcal per mole
Lowest unoccupied orbital energy (alpha / beta): 0.557 / -3.555 eV

The geometry in XYZ format:
```
17
C6H8N2O (the ωB97M-V functional and the def2-TZVPD basis)
H 2.91498 -1.11695 -0.77075
H -0.81981 1.55410 -1.30572
C -1.69407 1.39116 0.71268
N -0.20516 -1.08988 0.04068
C 2.16014 -1.46965 -0.07353
N -3.55396 -1.74450 0.12073
C -2.79188 -0.88691 0.06057
H 1.87561 -2.48844 -0.31124
C 0.97485 -0.50731 -0.14138
C -1.81543 0.10425 -0.00266
H -0.39470 -2.04645 0.27059
C -1.74265 1.35034 -0.78982
H -2.64125 1.64035 -1.31663
O 1.13356 0.67754 -0.34727
H -2.55078 1.71923 1.28831
H 2.57237 -1.42710 0.93292
H -0.73996 1.62168 1.15873
```



Entry 9:
Entry from OMol25: a molecular structure, C28H25Cl3F5IMnN2PS (the ωB97M-V functional and the def2-TZVPD basis).

Output
Charge: -1
Highest occupied orbital energy (alpha / beta): -0.1792 / -0.1792 Ha
Multiplicity: 6
Energy above the lowest of the compared OMol25 structures with the same formula, charge and spin: 25.8 kcal per mole
Lowest unoccupied orbital energy (alpha / beta): 1.707 / 1.422 eV

The geometry in XYZ format:
```
67
C28H25Cl3F5IMnN2PS (the ωB97M-V functional and the def2-TZVPD basis)
H 1.46739 2.68427 -1.07447
C 1.15836 1.24638 1.09870
F -4.48874 -1.07333 -3.06123
H 1.42124 -1.06696 -3.88420
P 0.95518 0.95029 -2.76744
H -1.26245 1.21274 -3.70593
C -3.68748 -3.18576 2.80622
Cl 0.61299 4.20699 0.64062
C 1.44247 -1.02174 5.05525
H -2.22198 2.81318 -2.28172
C -1.13648 2.79613 -2.19384
H -0.76381 3.81539 -2.28988
Cl 3.08069 2.79464 2.03051
H 2.65530 1.50979 -6.09429
C -3.82679 -0.51019 -2.03893
C 2.39784 -0.75204 6.02847
C -1.50080 -2.00492 1.39895
F -1.83345 -1.04560 -3.09356
C 1.80281 1.28565 -5.45296
N 1.35613 0.81314 -0.07077
H 4.92183 0.15217 3.94749
H -0.17183 -2.23195 -2.31707
C 1.72288 -0.85928 3.69484
H 0.97435 1.91817 -5.77509
C -1.67929 0.05533 -0.98930
Cl 0.46105 2.58558 3.28957
C 0.84254 -1.97752 -2.02999
H 2.45560 -0.60498 -2.50993
C -3.83849 0.65842 0.03712
S -0.19184 -1.58457 5.24347
H 2.42531 2.55482 -3.80258
H -0.89593 2.47928 -1.18273
C 3.64493 -0.32697 5.61007
F -5.87309 0.06732 -1.00732
C 2.98814 -0.44410 3.28418
H -4.41624 -3.71170 0.85841
Mn -0.05507 -0.45969 0.82047
C 3.93778 -0.18022 4.25020
H -4.53206 -3.61328 3.33156
H 1.48523 -2.84124 -2.21401
C 2.20075 1.50234 -3.99292
H 0.87577 -1.81287 -0.95485
H 4.40683 -0.10661 6.34647
C 1.69023 1.62738 -1.23273
C -0.38599 -1.56344 3.51595
C -2.44150 -0.48830 -1.99150
H 3.09689 0.91767 -3.76279
C -4.53709 0.06992 -1.00371
C -3.62250 -3.22779 1.41682
C 1.40449 2.40416 1.85084
H -0.13940 2.50081 -4.09764
H 1.51790 0.25084 -5.65045
F -1.83321 1.15062 1.10796
H 2.17342 -0.87174 7.08018
C 1.42010 -0.82380 -2.82156
H 2.76602 1.47454 -1.40262
C -2.46113 0.61991 -0.00640
N 0.65958 -1.15644 2.85872
I 5.24556 0.16165 -2.15464
C -1.57748 -2.05169 2.80476
H -2.67795 -2.57034 4.59320
H 3.21053 -0.32804 2.23132
C -2.56058 -2.63801 0.74234
C -0.53346 1.89743 -3.28084
C -2.65115 -2.59793 3.50844
F -4.50711 1.21752 1.05079
H -2.57374 -2.66142 -0.34406
```



| no. | strongest force on any atom (hartree/bohr) |
| --- | --- |
| 1 | 0.01073 |
| 2 | 0.01689 |
| 3 | 0.04107 |
| 4 | 0.10412 |
| 5 | 0.01385 |
| 6 | 0.05935 |
| 7 | 0.12353 |
| 8 | 0.07517 |
| 9 | 0.02080 |